[1]
C27H79O13 | ωB97M-V with the def2-TZVPD basis set

```
119
Properties=species:S:1:pos:R:3:lowdin_charge:R:1
H -0.3225 -0.9998 -2.0941 0.073
C 1.0710 4.9368 -1.0973 -0.048
O 4.2407 2.9267 2.0906 -0.098
H -1.3835 3.1528 -2.8908 0.060
C -0.6548 -0.3101 0.8008 -0.019
H -2.4288 2.9735 3.0203 0.059
C -0.5301 1.5148 4.4318 -0.065
H 2.5605 -0.7700 1.7770 0.015
H 2.4588 2.5472 1.0765 0.056
H -4.5893 -2.0763 -1.3879 0.085
H 2.9343 0.6947 -0.5459 0.022
H -3.2998 2.2011 4.2674 0.086
H 1.2319 0.8123 -4.4753 0.059
H -1.6025 -4.3759 -1.9376 0.074
H -0.4807 -4.7965 1.0140 0.089
H -3.5264 0.8478 -0.9231 0.065
H 3.3807 -2.6691 -3.8763 0.094
H 4.6234 3.6334 2.6158 0.081
H -0.5162 2.9100 6.5315 0.089
O -3.8815 4.0803 -0.9767 -0.039
H 0.8356 0.9534 -0.0816 0.153
C 0.4751 -0.0680 -0.2034 -0.407
H 0.3379 2.8383 -2.8159 0.052
H 0.9254 1.9080 -7.0172 0.085
H -2.0142 4.7369 -1.4068 0.039
C -0.6766 -3.7008 4.5912 -0.489
H 0.8169 0.3120 -2.2599 0.060
H 1.8804 4.2107 -1.1740 0.058
O -4.4582 -4.5093 -1.7633 -0.044
H 4.4306 2.2027 -2.4827 0.092
H 1.2189 -1.9353 -6.4856 0.080
H -0.8881 0.6022 -1.8204 0.073
H -2.0401 -3.9320 6.2894 0.073
H -0.4430 -1.8549 5.6240 0.077
C 2.9161 -1.9330 -3.2203 -0.167
H 1.3716 5.7381 -1.7722 0.090
O 1.8542 -2.4455 -2.4952 -0.122
C -4.3965 2.8326 -0.7809 -0.485
H 3.7355 -1.6397 -2.5640 0.083
H 2.6664 2.3423 -2.3628 0.052
H 0.9569 -2.3632 0.9521 0.015
H -4.0057 -5.2612 -2.1526 0.085
O 3.2896 -0.6376 2.3873 -0.100
O -1.2131 5.2502 -1.2791 -0.048
C -2.2386 -3.4948 -1.8525 -0.058
C 0.1399 -2.5080 4.9745 -0.062
H -0.3299 4.3826 -3.5124 0.095
C 3.5218 1.7010 -2.1504 -0.146
H 0.3277 -3.8815 -0.3351 0.064
H -4.0342 2.8448 1.4594 0.052
C -1.2354 2.8158 4.8035 -0.515
H 2.9157 4.2260 1.3910 0.075
H -5.3078 2.7068 -1.3655 0.134
O 3.6850 1.2218 -0.8290 -0.087
C -4.1140 -2.5288 -0.5176 -0.061
H -0.5878 3.6194 4.4529 0.130
H 0.4814 -4.1510 3.1134 0.027
H -0.0279 1.5663 3.4658 0.058
H 2.7816 -1.1737 -6.0853 0.065
H -4.8753 -2.8360 0.1994 0.081
O 0.2321 -4.5814 3.9345 -0.063
H -4.5776 4.7414 -0.9862 0.116
H 3.6126 -3.6937 -1.2545 0.057
H -3.2057 -4.3823 -0.0897 0.130
C 0.3870 -4.2160 0.7006 -0.093
H 1.6998 -1.8321 -1.7729 0.016
H -0.1521 1.3310 -5.1736 0.075
H -3.5064 -1.7504 -0.0562 0.059
H 2.5130 -1.1004 -3.7969 0.050
H 0.0005 -0.4507 -4.7183 0.082
H -1.7928 -5.3942 5.4760 0.071
O 0.6680 -3.0671 1.5374 -0.144
H 1.0601 -2.7942 5.4838 0.099
H -5.0942 1.5815 0.8754 0.076
C 0.9840 0.1770 -6.5576 -0.491
O -1.4155 2.8951 6.1959 -0.030
H 3.2177 -0.7990 4.3998 0.083
O 1.6017 -0.8904 0.0332 -0.016
H 3.1188 0.8712 3.8693 0.072
H -2.3605 2.1494 -0.9546 0.051
H -0.3081 -0.1269 1.8178 0.067
H -2.4557 -3.1616 -2.8674 0.088
H -2.9350 3.9863 4.3515 0.086
H -5.5935 3.3308 0.9599 0.076
H -3.3600 1.8085 -2.4095 0.085
C -0.0240 -0.0436 -1.6644 -0.017
C -0.4131 3.6240 -2.7341 -0.044
H 0.1162 0.1668 -7.2171 0.134
H 3.4117 0.8993 -2.8806 0.053
H 1.7384 -0.2877 3.5956 0.047
C -3.4634 -3.8206 -0.9875 -0.473
C -3.3414 1.8458 -1.3203 -0.044
C 2.9075 3.2190 1.8082 -0.180
H -1.5784 -2.7387 -1.4275 0.044
H 4.0969 -4.1835 0.3679 0.078
H -1.2390 0.6919 4.5241 0.082
C 4.3398 -3.5193 -0.4615 -0.136
C -2.5674 2.9911 4.1013 -0.055
C -0.2435 4.2381 -1.3419 -0.501
H -1.1083 -1.2967 0.8956 0.075
C -1.2635 -4.4848 5.7607 -0.056
H 0.2197 -1.9478 4.0429 0.054
C 0.4665 0.4337 -5.1527 -0.070
O 1.6881 1.3372 -6.8981 -0.042
O 4.1613 -2.1924 0.0323 -0.119
C 1.8762 -1.0893 -6.6864 -0.034
H 1.1604 5.3662 -0.0994 0.078
C -4.8026 2.6202 0.7198 -0.024
H -1.3964 -3.3883 3.8347 0.134
H 1.2867 -4.8305 0.6687 0.084
H -1.5083 0.3250 0.5633 0.071
H 5.3287 -3.6977 -0.8838 0.082
H -0.4475 3.4862 -0.5796 0.123
H 3.2624 -1.9200 -0.1661 0.003
H 2.2695 3.1688 2.6906 0.066
H 0.2920 1.2315 5.0891 0.073
H -0.6194 -4.8865 6.5429 0.081
H 2.2747 -1.1940 -7.6955 0.074
C 2.8190 -0.1473 3.6224 -0.142
```

**Strongest force on any atom**: 0.0478 Eh/bohr
**Total charge**: 0
**Spin multiplicity**: 2
**Expectation value of S²**: 0.7544
**E_LUMO (spin up / spin down)**: 0.262 / -3.975 eV
**Calculated total energy**: -55890.3633 eV



[2]
C27H81O36P9 | ωB97M-V with the def2-TZVPD basis set

```
153
Properties=species:S:1:pos:R:3:lowdin_charge:R:1
H -0.6722 -0.0924 -2.4181 0.134
O -3.0654 4.7700 -2.8946 -0.189
H -0.3189 -0.0463 5.1578 0.087
C 0.4253 0.0923 -6.4624 -0.088
H 2.4814 -1.8392 4.1434 0.069
O 1.3523 1.3089 -2.9836 -0.257
H 1.2894 2.4059 -1.2245 0.064
C -3.6619 4.7759 -4.1436 -0.115
H 2.4850 -1.0382 1.1717 0.053
O -2.2767 0.7555 -4.4400 -0.231
H 3.8785 -2.8720 3.7284 0.125
H 0.2607 4.5956 -5.9090 0.100
H 7.3187 0.6070 -1.9360 0.084
O 0.7876 1.3394 1.1351 -0.226
H 6.3612 -0.6114 -2.8722 0.093
O 2.5327 -5.0226 3.8604 -0.245
O -0.8544 5.0388 -1.6139 -0.180
H 0.1620 -6.0830 -3.2345 0.095
H -0.7755 2.0904 -3.7247 0.051
H 0.4714 4.0751 -0.2060 0.080
H 0.8552 -5.7347 6.6586 0.090
C -1.3857 1.2400 3.2874 -0.096
P 1.3466 1.6356 -4.5544 0.456
O 6.5874 -0.0760 0.1353 -0.230
H -2.2387 3.9632 0.3512 0.116
H 3.7516 3.6670 0.1583 0.090
H -2.5680 -0.9786 -4.1763 0.090
C 3.5430 -0.7762 1.1706 -0.133
H -1.3287 -2.5906 8.9019 0.146
H -1.3349 0.3105 3.8544 0.082
P 5.3078 0.4830 -0.3163 0.445
O -3.6898 0.0185 7.4239 -0.229
H -3.1851 2.5158 0.1835 0.118
O 1.4918 -1.7290 -4.2638 -0.201
O 3.2803 -5.0356 1.3718 -0.199
P -2.6859 1.0324 7.0677 0.525
H 3.4306 -1.3882 2.7122 0.021
H 3.8120 -4.1809 -0.6424 0.095
H 2.2190 -1.2350 -1.7859 0.115
H -0.3973 0.4388 -7.0879 0.091
H 3.9517 -1.6796 1.6233 0.085
H -0.3527 -0.9526 8.7321 0.050
H 0.5763 -0.4731 -1.6722 0.001
C -3.7023 -1.4524 -5.9146 -0.205
H 0.1765 -2.4503 2.4023 0.022
O -0.6152 -2.2516 6.9113 -0.209
O 2.3325 -2.9130 2.3497 -0.318
H 1.3626 0.4056 -6.9220 0.098
H -4.0584 4.0148 6.3750 0.084
H -0.3585 1.5779 3.4238 0.113
H -0.4136 -3.4356 0.8159 0.109
H -4.1292 2.0976 5.0692 0.095
O -1.2052 0.5947 -0.6221 -0.155
H -1.9082 -1.7649 -5.6524 0.055
H 0.0692 -3.5235 8.3769 0.113
O -2.1507 2.8079 -1.4234 -0.230
H -4.7500 4.8351 -4.1694 0.099
H 1.1113 -5.8498 4.9341 0.047
H 1.4536 -0.1497 5.1052 0.132
P 0.4436 -2.5853 -3.6111 0.550
H -0.4665 -6.2453 5.6530 0.090
C 3.8750 2.6459 0.5192 -0.098
C -0.5853 -0.5708 7.7381 -0.199
H 0.5979 0.7004 -1.5878 0.056
P -1.6845 3.9473 -2.4641 0.587
O 2.6843 1.7761 -5.1133 -0.198
C 0.4722 4.7029 -1.0971 -0.061
H -1.1487 3.5421 -5.9483 0.081
C 1.1655 -1.3817 -1.5479 -0.182
C -0.4558 0.8089 -1.8446 -0.191
H 0.6707 -0.0480 3.6235 0.062
O 5.2083 0.7614 -1.9047 -0.207
O 0.4465 -1.9530 4.4533 -0.266
O 0.7596 -4.1816 -3.7108 -0.220
H 6.5322 0.9336 -3.4986 0.090
H 2.1344 -4.2595 -0.2204 0.068
H -3.5138 3.8403 -4.6828 0.054
C -0.0612 3.5547 -5.8754 0.013
P -0.5133 0.5872 0.8900 0.521
O -0.1623 -4.2987 5.3983 -0.234
H -1.0560 -4.9735 -3.4716 0.077
H 0.3141 -0.9909 -6.5127 0.091
H -1.0652 -1.3814 7.1896 -0.132
C -1.6753 -1.3717 -4.6628 -0.200
C -0.3389 -4.0518 1.7119 -0.092
O -0.3533 -0.9261 1.2838 -0.166
H -3.3003 1.5792 3.6569 0.112
P 2.2068 -4.5465 2.4624 0.549
H -0.9235 -0.6650 -5.0142 0.058
C -2.2295 2.9652 -0.0870 -0.126
C 3.0990 -2.2221 3.3309 -0.080
H -0.6791 1.6850 -2.4535 0.036
C -3.4104 2.3228 -7.8118 -0.094
H -1.6716 1.3732 -2.5021 0.033
O -3.3406 -0.2336 -6.4346 -0.175
O -1.6873 1.0493 1.8762 -0.192
O -3.1448 2.2014 -6.4359 -0.270
H 1.0556 -1.2614 -0.4701 0.082
H 3.1276 2.0136 0.0399 0.027
O -1.2171 0.7224 7.7200 -0.180
C -4.1841 3.2625 7.1536 -0.130
H 0.4599 -0.5068 7.4358 0.123
H -2.3991 2.6796 -3.3953 0.068
C -3.1353 2.0547 4.6238 -0.126
O 0.7919 -4.8809 1.7565 -0.187
C 3.0955 -4.7417 -0.0421 -0.066
C -0.0875 -5.0534 -2.9780 -0.110
H -0.4771 -3.3628 2.5452 0.066
H -3.9518 1.4579 -8.1952 0.091
H 0.3147 -0.8731 3.1810 -0.013
H 3.5673 2.8126 1.5515 0.088
C 0.3822 -5.5625 5.6918 -0.143
H 3.0815 -5.7119 -0.5388 0.090
H 0.1810 -1.7079 8.6406 0.056
H -3.2286 5.6183 -4.6828 0.100
C 0.5306 -0.4671 4.6200 -0.082
P -3.6026 1.0064 -5.4076 0.538
H -3.7050 3.2641 -8.2757 0.093
H 1.0742 5.5420 -0.7485 0.101
O 0.3406 0.5021 -5.1036 -0.272
H -4.5442 -2.0134 -6.3203 0.111
H -2.7508 3.0659 4.4904 0.138
O -2.9434 2.6207 7.4476 -0.224
O -0.9343 3.5229 -3.6697 -0.335
O -1.1494 -2.4622 -3.9733 -0.156
H 3.6257 0.0530 1.8733 0.121
O 1.9515 -2.8549 6.5039 -0.228
H 2.8422 1.6782 -1.5835 0.068
O 4.0258 -0.4416 -0.1031 -0.172
O -2.2774 1.1727 5.4753 -0.258
O 5.1536 1.9498 0.4224 -0.202
H 1.5076 -1.4804 1.8575 0.062
C -0.4195 -2.5521 8.3019 -0.080
H -2.3514 2.2363 -8.0552 0.084
H -2.8360 -2.0639 -6.1672 0.072
H -1.4612 2.3138 0.3296 0.031
C 6.4300 0.4245 -2.5402 -0.122
O 0.4620 -2.4343 -2.0154 -0.180
C 0.4943 -1.4182 2.2543 -0.186
O -4.9240 1.1143 -4.7993 -0.201
C -1.7967 1.7780 -3.5063 -0.156
H -0.1727 -4.7056 -1.9485 0.080
H -4.9863 2.5429 6.9905 0.091
H -3.7087 -1.5547 -4.8295 0.095
H -2.1130 1.9046 3.7538 -0.038
P 0.5773 -2.8135 5.8546 0.712
H 0.4584 3.0289 -6.6764 0.091
O 0.3970 2.9053 -4.6457 -0.327
H 2.4078 3.0399 -2.4918 0.116
H 1.0481 4.0724 -1.7745 0.041
H -1.0742 -4.8458 1.8424 0.116
C 1.9708 2.1513 -2.0363 -0.096
H -4.4476 3.9011 7.9968 0.089
```

**Strongest force on any atom**: 0.3294 Eh/bohr
**Relative energy (zero: lowest compared OMol25 entry of this formula, charge and spin)**: 45.145 eV
**Total charge**: 0
**E_LUMO**: 0.117 eV
**Calculated total energy**: -186598.8062 eV



[3]
C27H82O20 | ωB97M-V with the def2-TZVPD basis set

```
129
Properties=species:S:1:pos:R:3:lowdin_charge:R:1
H 18.8357 14.8397 -27.9503 0.124
O 26.2145 13.5407 -32.4141 -0.047
H 22.3073 8.7967 -29.5867 0.056
C 21.6487 10.8387 -30.0247 -0.285
H 18.0243 12.6948 -26.7024 0.130
O 19.4066 6.2857 -25.9211 -0.108
C 24.8949 13.6089 -32.9118 -0.241
H 24.6900 7.4844 -22.7008 0.077
H 24.1493 12.7596 -31.0903 0.101
H 23.0203 8.3726 -23.7783 0.109
H 23.8592 5.3369 -30.3852 0.104
C 23.4262 12.7836 -27.1355 -0.060
H 18.8330 7.6728 -24.5468 0.115
C 24.8031 5.8103 -30.0800 -0.242
C 23.5352 7.5590 -24.2914 -0.321
H 24.8997 13.2919 -33.9619 0.125
H 19.3186 8.9257 -26.6334 0.056
H 27.5962 8.4241 -30.3299 0.083
H 22.8965 13.7348 -27.0519 0.071
H 19.4016 9.1776 -33.1495 0.059
H 21.9635 9.7518 -28.1809 0.061
H 18.8863 6.5332 -28.1132 0.044
H 20.2666 4.3247 -28.4699 0.125
H 15.6486 7.7563 -26.7722 0.130
C 22.3833 9.8095 -29.1875 -0.062
H 20.9729 8.2379 -26.6807 0.056
O 20.6920 16.3320 -30.1571 -0.068
H 22.5404 18.0168 -30.2011 0.077
O 25.6498 7.5773 -28.6780 -0.073
H 25.3970 12.3674 -28.0369 0.111
H 21.9206 15.5029 -31.5972 0.124
O 16.3134 9.3934 -25.6957 -0.067
H 26.9382 10.5621 -31.7107 0.105
H 22.8704 13.0595 -32.2241 0.116
O 25.3431 9.6803 -30.8219 -0.122
H 20.0580 11.6958 -26.4310 0.097
H 20.7802 6.9537 -33.6955 0.097
O 21.4371 5.8993 -27.7754 -0.102
C 18.7145 13.3716 -31.2621 -0.156
H 23.7143 11.2197 -33.4290 0.111
O 15.8196 9.4317 -28.8156 -0.058
C 17.9951 8.8591 -31.5273 -0.329
O 22.6920 6.0488 -33.9875 -0.054
C 26.6245 10.3269 -30.6854 -0.296
H 25.0504 6.4250 -30.9506 0.117
H 28.6919 9.7915 -30.2442 0.078
C 19.5087 14.0847 -27.5301 -0.243
O 20.2376 10.6671 -29.8815 -0.108
H 23.7530 12.5322 -26.1279 0.082
C 21.8485 15.5888 -30.5080 -0.252
O 25.2285 14.2937 -27.4685 -0.092
H 21.8560 7.8868 -34.5869 0.113
H 19.0218 5.6446 -25.3122 0.111
H 20.5587 17.0306 -30.8038 0.090
H 23.2875 8.3778 -32.6422 0.072
C 23.1199 16.2098 -29.9595 -0.231
H 20.5259 9.3643 -25.3790 0.088
H 25.3232 4.0069 -29.7471 0.080
O 25.8084 4.8318 -29.8323 -0.048
H 21.6180 4.7479 -29.4869 0.105
H 23.4471 10.0385 -29.0858 0.072
H 26.6740 12.8574 -32.9084 0.084
H 22.8016 6.7663 -24.4819 0.096
C 20.1619 8.5770 -26.0414 -0.056
O 24.5608 6.9714 -23.5008 -0.068
H 18.0234 13.9057 -31.9184 0.081
H 23.9683 15.5976 -30.2775 0.109
H 18.0674 9.8965 -31.1872 0.099
H 20.5592 7.2424 -24.4294 0.097
H 20.3972 7.0727 -29.8752 0.100
H 17.7412 9.4214 -33.5897 0.079
C 21.8615 7.1573 -33.7541 -0.343
H 22.4762 7.2300 -31.6966 0.064
C 24.6037 13.1260 -28.0385 -0.301
O 16.7010 8.3072 -31.3600 -0.062
H 20.3512 15.2365 -26.1407 0.088
H 24.7813 10.3248 -31.3069 0.036
H 20.0690 10.7550 -28.9209 0.053
H 21.8924 11.8631 -29.7028 0.097
H 18.3091 12.5620 -28.4425 0.099
O 19.6116 12.5360 -31.9622 -0.125
H 17.6383 9.8052 -27.8072 0.108
H 18.3204 7.7865 -33.4068 0.073
O 18.6587 6.3491 -29.0381 -0.088
C 23.9139 12.7381 -32.1583 -0.215
H 18.7184 8.2648 -30.9519 0.088
H 24.8166 8.7487 -25.5715 0.081
H 18.1512 12.8139 -30.5066 0.064
H 21.9173 10.8404 -31.0813 0.094
C 27.6752 9.4708 -30.0261 -0.081
H 16.4091 8.5872 -30.4832 0.033
H 27.5637 9.4382 -28.9393 0.077
C 24.5668 6.6876 -28.8674 -0.252
C 18.7850 12.7631 -27.4827 -0.198
C 22.2973 7.9283 -32.5224 -0.075
H 24.2581 13.3162 -29.0624 0.079
H 23.2987 8.2607 -26.3478 0.055
H 19.6664 5.6767 -30.6455 0.125
H 20.7746 5.8747 -27.0481 0.039
C 18.3952 8.7877 -32.9797 -0.083
H 24.5966 7.1122 -26.1257 0.063
H 22.5819 5.7551 -34.8955 0.085
H 23.1589 16.3015 -28.8699 0.122
H 23.6310 7.2528 -28.9093 0.089
H 17.4812 8.2619 -28.6204 0.098
C 24.0818 7.9450 -25.6554 -0.072
H 21.7403 14.5662 -30.1366 0.099
H 26.4693 11.2875 -30.1846 0.101
H 24.5464 14.6442 -32.9321 0.118
C 20.8272 5.1765 -28.8687 -0.208
H 19.2193 14.1505 -30.6669 0.056
C 19.7366 7.4482 -25.1167 -0.254
H 20.3858 13.9757 -28.1722 0.106
O 24.0399 11.3646 -32.5350 -0.089
H 15.5936 9.9493 -26.0086 0.073
H 25.9763 14.5566 -28.0132 0.081
H 15.1700 9.8498 -28.2434 0.088
H 19.6117 11.6946 -31.4829 0.027
O 23.3264 17.5308 -30.4898 -0.067
C 16.9289 8.9984 -28.0304 -0.224
H 25.6208 8.2600 -29.3593 0.027
H 24.4788 6.0371 -27.9972 0.110
C 16.5431 8.3806 -26.6942 -0.211
O 19.6969 11.6615 -27.3251 -0.100
H 17.3619 7.7515 -26.3514 0.087
O 19.8014 14.4518 -26.1946 -0.056
C 19.9370 6.1013 -29.6728 -0.217
H 22.8924 11.9667 -27.6113 0.046
H 21.5602 8.6851 -32.2641 0.059
```

**Strongest force on any atom**: 0.0371 Eh/bohr
**Relative energy (zero: lowest compared OMol25 entry of this formula, charge and spin)**: 0.720 eV
**Total charge**: 0
**E_LUMO**: 0.223 eV
**Calculated total energy**: -70273.8598 eV



What is the formula in the first record? C27H79O13